C24H24ClN6O13W as an isolated structure in a non-equilibrium geometry, computed with the ωB97M-V functional and the def2-TZVPD basis.

Geometry as XYZ:
```
69
Properties=species:S:1:pos:R:3:forces:R:3
W -0.351 0.076 -0.110 0.816 0.521 -0.959
O 1.935 -2.984 -1.905 0.001 0.066 0.002
C 1.199 -2.081 -1.621 -0.027 -0.125 -0.046
N 1.142 -1.389 -0.405 0.251 0.235 -0.192
C 1.870 -1.898 0.664 -0.100 -0.167 0.225
O 2.737 -2.728 0.642 -0.006 0.077 -0.041
C 1.451 -1.272 1.967 -0.062 0.013 -0.054
C 2.119 -1.556 3.140 -0.074 0.055 -0.067
C 1.761 -0.856 4.281 -0.029 -0.014 0.004
C 0.773 0.114 4.196 -0.019 0.011 -0.011
C 0.131 0.329 2.991 -0.003 -0.188 0.101
N 0.451 -0.385 1.908 -0.072 -0.015 0.002
C 0.165 -1.603 -2.598 -0.049 0.048 0.035
C 0.089 -2.120 -3.871 -0.032 0.045 0.057
C -0.864 -1.599 -4.736 0.012 -0.013 0.018
C -1.701 -0.590 -4.292 -0.039 0.032 0.077
C -1.577 -0.125 -2.994 -0.115 -0.234 -0.078
N -0.662 -0.639 -2.168 0.203 0.099 -0.026
H 2.902 -2.301 3.119 0.012 0.000 0.004
H 2.252 -1.058 5.224 0.023 0.027 0.002
H 0.483 0.699 5.057 -0.006 -0.018 0.013
H -0.667 1.047 2.891 0.006 -0.004 -0.018
H 0.782 -2.900 -4.152 0.014 0.010 -0.008
H -0.945 -1.972 -5.748 0.000 0.006 -0.010
H -2.442 -0.142 -4.939 -0.013 -0.026 -0.006
H -2.208 0.660 -2.603 0.055 0.042 0.002
O -2.421 -0.401 2.460 -0.170 0.030 0.278
C -3.478 -0.774 2.014 0.218 -0.003 -0.178
C -3.583 -1.715 0.885 -0.052 0.062 0.142
C -4.819 -2.320 0.683 0.072 -0.053 -0.076
C -4.958 -3.296 -0.279 -0.060 0.013 0.046
C -3.895 -3.700 -1.064 0.070 0.062 0.001
C -2.668 -3.088 -0.881 -0.122 0.010 0.003
C -2.500 -2.095 0.084 0.177 -0.255 -0.646
O -1.234 -1.595 0.141 -0.763 0.324 1.294
N -6.275 -3.938 -0.463 0.040 0.035 0.012
O -6.356 -4.799 -1.311 -0.007 -0.023 -0.030
O -7.179 -3.557 0.248 -0.029 0.005 0.011
H -4.435 -0.440 2.449 -0.027 -0.037 0.018
H -5.671 -2.041 1.289 -0.009 0.000 0.004
H -4.036 -4.478 -1.801 -0.003 -0.001 0.000
H -1.817 -3.380 -1.482 0.020 -0.021 0.019
C 0.343 3.812 1.148 -0.036 0.018 -0.029
N 1.722 3.351 1.205 -0.003 -0.106 0.040
C 2.585 4.093 2.115 0.025 0.034 -0.032
C 2.111 2.217 0.605 0.003 0.006 0.075
O 1.268 1.281 0.370 0.102 -0.031 -0.065
N 3.403 2.046 0.294 -0.098 0.024 -0.121
C 3.938 0.741 -0.066 -0.018 -0.024 0.017
C 4.230 3.170 -0.143 0.033 0.009 0.040
H 0.344 4.882 0.938 0.017 0.003 0.022
H -0.164 3.647 2.101 -0.010 -0.022 -0.010
H -0.191 3.308 0.353 0.003 0.017 -0.002
H 2.044 4.238 3.052 -0.002 0.007 -0.007
H 2.846 5.074 1.715 0.010 -0.002 -0.004
H 3.492 3.535 2.323 0.007 -0.006 -0.001
H 3.263 -0.041 0.250 0.042 0.016 0.021
H 4.900 0.605 0.428 0.002 0.006 -0.008
H 4.072 0.668 -1.145 -0.016 -0.011 -0.006
H 3.630 4.068 -0.244 -0.012 0.012 0.005
H 4.635 2.925 -1.125 0.004 0.003 0.000
H 5.057 3.349 0.544 -0.005 0.000 0.004
O -2.140 0.712 -0.323 -0.044 0.350 0.130
O -1.413 1.385 0.739 -0.332 -0.609 0.185
O 1.696 0.778 -2.258 0.200 0.142 -0.166
Cl 0.948 1.988 -2.454 0.123 -0.628 0.089
O 0.459 2.081 -3.776 -0.248 0.235 0.071
O 1.691 3.125 -2.046 -0.203 0.200 0.072
O -0.268 1.856 -1.510 0.359 -0.274 -0.249
```
Forces are in eV/Å.

Computed properties:
Kohn-Sham gap, eV: 7.34
Energy above the lowest of the compared OMol25 structures with the same formula, charge and spin, kcal/mol: 4.25
LUMO energy, eV: -5.09
Multiplicity: 1
Charge: +1

These are the natural (NBO) partial charges, in e, on atoms 1 to 8:
1 W 2.41
2 O -0.48
3 C 0.66
4 N -0.75
5 C 0.65
6 O -0.49
7 C 0.13
8 C -0.19

=====

A single C18H18BrNO4 molecule, computed with the ωB97M-V functional and the def2-TZVPD basis.

Geometry as XYZ:
```
42
Properties=species:S:1:pos:R:3:forces:R:3
C -5.256 -1.879 -1.314 -0.248 -0.085 -0.131
O -4.144 -1.253 -0.723 0.531 0.040 0.264
C -3.130 -2.046 -0.240 0.073 0.040 0.047
C -3.122 -3.429 -0.272 -0.199 0.153 -0.099
C -2.043 -4.131 0.247 0.128 -0.051 0.063
C -0.972 -3.457 0.797 -0.117 -0.153 -0.062
C -0.968 -2.072 0.836 0.048 0.094 0.027
C -2.037 -1.357 0.321 -0.050 -0.200 0.005
N -2.108 0.041 0.311 -0.448 -0.112 -0.239
C -1.226 0.943 0.804 -0.479 0.361 -0.210
O -0.201 0.662 1.389 0.224 -0.077 0.170
C -1.658 2.386 0.562 0.382 0.136 0.089
C -0.487 3.323 0.843 -0.053 -0.288 -0.099
C 0.637 3.032 -0.131 -0.308 0.165 0.074
O 0.482 2.668 -1.266 -0.013 -0.091 -0.040
O 1.827 3.269 0.428 0.199 0.033 0.350
C 2.981 3.037 -0.369 0.242 0.096 -0.536
C 3.540 1.642 -0.235 -0.073 0.030 0.086
C 4.777 1.366 -0.809 -0.190 0.033 0.088
C 5.324 0.100 -0.731 0.043 -0.106 -0.005
C 4.622 -0.895 -0.071 0.069 -0.196 0.022
Br 5.370 -2.644 0.042 -0.068 0.153 -0.009
C 3.393 -0.641 0.507 0.123 -0.099 -0.037
C 2.854 0.632 0.424 0.018 0.181 -0.053
H -5.916 -1.071 -1.628 0.010 -0.104 0.002
H -4.967 -2.470 -2.188 0.000 0.017 0.050
H -5.783 -2.518 -0.598 0.042 0.019 -0.030
H -3.950 -3.975 -0.697 -0.095 0.000 -0.048
H -2.051 -5.210 0.214 -0.002 -0.092 -0.004
H -0.134 -4.004 1.199 0.083 -0.038 0.039
H -0.139 -1.535 1.264 0.012 0.025 0.008
H -2.937 0.388 -0.153 0.180 0.116 0.078
H -1.971 2.496 -0.478 -0.079 -0.015 0.050
H -2.501 2.622 1.214 -0.023 -0.020 -0.032
H -0.790 4.364 0.712 0.034 0.001 0.006
H -0.111 3.188 1.857 -0.042 0.075 -0.059
H 2.727 3.221 -1.422 0.093 0.030 0.237
H 3.721 3.773 -0.042 -0.133 -0.093 -0.042
H 5.315 2.148 -1.324 0.091 0.095 -0.067
H 6.283 -0.113 -1.177 0.057 -0.027 -0.020
H 2.855 -1.424 1.018 -0.026 -0.080 0.039
H 1.894 0.822 0.878 -0.037 0.035 0.027
```
Forces are in eV/Å.

Computed properties:
Kohn-Sham gap, eV: 8.96
Energy above the lowest of the compared OMol25 structures with the same formula, charge and spin, kcal/mol: 4.93
LUMO energy, eV: 0.64
SMILES string: COc1ccccc1NC(=O)CCC(=O)OCc1ccc(Br)cc1
Multiplicity: 1
Charge: 0

These are the natural (NBO) partial charges, in e, on atoms 1 to 8:
1 C -0.25
2 O -0.52
3 C 0.26
4 C -0.29
5 C -0.21
6 C -0.22
7 C -0.24
8 C 0.17

=====

A 2-piece molecular cluster, C6H12O overall in a non-equilibrium geometry, computed with the ωB97M-V functional and the def2-TZVPD basis.

Geometry as XYZ:
```
19
Properties=species:S:1:pos:R:3:forces:R:3
C -2.224 0.129 -2.129 2.073 -1.412 -3.990
C -1.087 0.062 -1.177 -3.181 1.805 0.986
C -0.214 -0.957 -1.243 4.900 -1.456 2.471
C -0.276 -2.205 -2.101 2.828 0.806 0.366
C -0.538 1.032 1.060 1.952 1.283 2.666
C -1.431 0.756 0.070 1.060 0.761 -2.536
H -2.776 0.957 -1.823 -1.996 0.631 0.030
H -1.934 0.312 -3.277 -0.097 -0.034 2.536
H -2.603 -0.905 -2.256 -0.943 0.845 0.520
H 0.675 -0.978 -0.407 -2.355 0.095 -1.907
H -1.196 -2.532 -1.607 -0.295 -1.184 -0.963
H -0.249 -1.976 -3.209 -0.813 -0.430 1.238
H 0.673 -2.899 -1.884 -2.469 1.488 -0.312
H 0.485 1.592 1.118 -1.544 -1.750 -1.023
H -0.880 0.880 2.085 -0.325 0.469 -0.012
H -2.419 1.362 0.173 1.211 -1.928 -0.051
H 4.524 1.738 3.784 0.108 0.486 -0.444
H 5.043 1.203 5.067 1.767 0.375 1.879
O 4.410 1.043 4.420 -1.882 -0.848 -1.454
```
Forces are in eV/Å.

Computed properties:
Kohn-Sham gap (alpha / beta), eV: 7.98 / 6.55
Energy above the lowest of the compared OMol25 structures with the same formula, charge and spin, kcal/mol: 70.50
LUMO energy (alpha / beta), eV: -5.70 / -7.13
Multiplicity: 2
Charge: +1

These are the natural (NBO) partial charges, in e, on atoms 1 to 8:
1 C -0.66
2 C -0.09
3 C 0.11
4 C -0.70
5 C -0.16
6 C -0.09
7 H 0.23
8 H 0.26

=====

Electronic energy values, unit eV, following the record order: -75167.891; -98681.621; -8451.991.